# 1
18
Properties=species:S:1:pos:R:3:nbo_charge:R:1 method="wB97M-V/def2-TZVPD" multiplicity=2 relative_energy_kcal_mol=115.52 largest_force_ev_per_a=2.02 e_lumo_ev="0.5 / -3.5"
O 1.4680 -2.2854 -1.7652 -0.47
C 0.6845 -1.9276 -0.8868 0.73
O -0.5082 -2.3768 -0.9057 -0.25
C 1.1629 -0.9812 0.1831 -0.53
C 0.2102 -0.5895 1.3301 -0.41
C -0.8677 0.3996 0.8305 -0.48
C -0.2335 1.8181 0.5901 0.06
N -0.5504 2.6560 -0.3599 -0.55
H 1.4111 -0.0622 -0.3469 0.23
H 2.1019 -1.4260 0.5120 0.26
H 0.8025 -0.0251 2.0574 0.21
H -0.2031 -1.4726 1.8099 0.23
H -1.1992 0.0866 -0.1588 0.22
H -1.6356 0.6034 1.5706 0.24
H -1.2907 1.0140 -2.5283 -0.01
H 0.3987 2.0975 1.4606 0.13
H -1.9254 0.7516 -2.7819 0.01
H 0.1742 1.7199 -0.6107 0.37

---

# 2
101
Properties=species:S:1:pos:R:3:mulliken_charge:R:1 method="wB97M-V/def2-TZVPD" largest_force_ev_per_a=6.08 e_lumo_ev=0.0
N -0.7053 -0.1352 -0.1469 -0.43
C -1.0684 -0.9018 -0.9240 0.61
O -1.5925 -1.9242 -1.6057 -0.41
C -2.9068 -2.1633 -1.0897 -0.05
C -3.2217 -3.6254 -0.5789 -0.52
O -4.6834 -3.7486 -0.8171 -0.38
S -5.2610 -2.2063 -0.9491 1.04
O -5.3177 -1.3915 0.2473 -0.53
O -6.5446 -2.2541 -1.5770 -0.56
O -4.0019 -1.6352 -1.8344 -0.45
H -2.8834 -1.5989 -0.1314 0.51
H -2.5712 -4.2982 -1.1596 0.57
H -2.9435 -3.6774 0.4805 0.35
Br 0.9405 -2.7323 -0.3509 -0.15
C 2.0587 -3.2030 1.1742 -0.55
C 2.4749 -1.9738 1.9361 -0.51
Br 3.8882 -1.0191 1.0069 -0.05
H 2.8983 -3.7754 0.7886 0.30
H 1.4398 -3.8475 1.7965 0.42
H 2.9018 -2.2460 2.9012 0.24
H 1.6632 -1.2668 2.0885 0.41
Br 3.9387 -2.8177 -3.5621 -0.16
C 4.8008 -1.0806 -3.3733 -0.35
C 6.2986 -1.2136 -3.3137 -0.12
Br 6.8733 -1.8470 -1.5626 -0.14
H 4.3782 -0.6127 -2.4873 0.30
H 4.5037 -0.5180 -4.2556 0.13
H 6.7759 -0.2412 -3.4370 -0.19
H 6.6992 -1.9058 -4.0491 0.45
Br 6.7490 -3.0840 2.0686 -0.10
C 7.1871 -1.4694 3.0616 -0.48
C 7.2115 -1.7256 4.5442 -0.60
Br 5.4064 -1.8481 5.2707 -0.16
H 6.4616 -0.7129 2.7701 0.23
H 8.1741 -1.1763 2.7071 0.35
H 7.6723 -0.8905 5.0694 0.38
H 7.7228 -2.6460 4.8112 0.35
Br 5.1370 0.3473 -6.9336 -0.14
C 5.9843 2.0879 -6.7094 -0.14
C 7.4811 1.9625 -6.6234 -0.58
Br 8.0415 1.3174 -4.8713 -0.12
H 5.5435 2.5447 -5.8276 -0.08
H 5.6987 2.6580 -7.5925 0.32
H 7.9532 2.9380 -6.7290 0.34
H 7.8963 1.2796 -7.3590 0.42
Br -1.9912 -8.4028 -0.7087 -0.14
C -2.5709 -7.8337 1.0615 -0.61
C -4.0152 -7.4008 1.0531 -0.69
Br -4.2303 -5.6234 0.2591 0.18
H -1.8913 -7.0472 1.3782 0.34
H -2.4331 -8.7051 1.6997 0.37
H -4.3898 -7.3041 2.0716 0.36
H -4.6595 -8.0745 0.4947 0.39
Br -6.1129 2.8833 2.9312 -0.17
C -7.3976 2.0220 1.7461 -0.54
C -6.7091 1.3101 0.6126 -0.56
Br -6.0983 2.5723 -0.7451 -0.16
H -8.0862 2.7939 1.4130 0.38
H -7.9312 1.3113 2.3753 0.37
H -7.4030 0.6505 0.0947 0.36
H -5.8426 0.7411 0.9277 0.35
Br 4.7156 3.5053 0.6594 -0.14
C 2.8769 2.9269 0.9414 -0.42
C 2.4789 3.0385 2.3899 -0.58
Br 3.2412 1.5891 3.4425 -0.12
H 2.8022 1.9132 0.5561 0.16
H 2.2722 3.5919 0.3270 0.37
H 1.4007 2.9322 2.4975 0.34
H 2.7974 3.9677 2.8537 0.39
Br -8.0689 4.9223 6.8318 -0.12
C -7.1068 5.7713 5.3677 -0.24
C -7.7889 7.0370 4.9234 -0.56
Br -9.3627 6.6428 3.8460 -0.13
H -7.0239 5.0341 4.5748 0.01
H -6.1168 5.9886 5.7659 0.34
H -7.1371 7.6166 4.2717 0.33
H -8.1173 7.6602 5.7503 0.39
Br 7.4235 -7.5681 -2.8614 -0.15
C 7.8714 -5.9762 -1.8320 -0.47
C 7.9010 -6.2666 -0.3547 -0.49
Br 6.1018 -6.3975 0.3777 -0.14
H 7.1486 -5.2104 -2.1015 0.23
H 8.8586 -5.6794 -2.1821 0.36
H 8.3678 -5.4442 0.1862 0.25
H 8.4099 -7.1943 -0.1093 0.40
Br 5.8057 6.5001 -7.1615 -0.12
C 3.9756 5.8984 -6.8764 -0.57
C 3.5893 5.9765 -5.4228 -0.60
Br 4.3756 4.5161 -4.4033 -0.10
H 3.9073 4.8927 -7.2816 0.33
H 3.3591 6.5693 -7.4722 0.36
H 2.5133 5.8573 -5.3074 0.35
H 3.9028 6.8994 -4.9437 0.38
Br -11.5410 3.1092 2.6355 -0.12
C -13.1388 3.7914 3.5144 -0.61
C -12.7891 4.6279 4.7174 -0.27
Br -12.2679 3.5162 6.2285 -0.12
H -13.7579 2.9323 3.7564 0.38
H -13.6412 4.3961 2.7611 0.34
H -13.6597 5.1842 5.0614 0.33
H -11.9689 5.3172 4.5359 0.06

---

# 3
79
Properties=species:S:1:pos:R:3:mulliken_charge:R:1 method="wB97M-V/def2-TZVPD" smiles="O=C1OC[C@@H](F)O1.O=S1(=O)OCCO1.O=S1(=O)OCCO1.O=S1(=O)OCCO1.CNC(C)=O.CNC(C)=O.CNC(C)=O" relative_energy_kcal_mol=26.06 largest_force_ev_per_a=3.86 e_lumo_ev=-0.2
O 0.6066 7.9372 -2.2888 -0.51
C 0.4932 6.8803 -1.7412 0.64
O -0.6414 6.1513 -1.9599 -0.37
C -0.5588 4.8612 -1.3260 -0.17
C 0.7453 5.0270 -0.5279 0.46
F 1.6858 4.1238 -0.9022 -0.26
O 1.1558 6.3685 -0.7291 -0.32
H -1.4834 4.8361 -0.7462 0.26
H -0.6050 4.0376 -2.0349 -0.08
H 0.5726 4.9132 0.5439 0.20
O -0.1961 3.9468 5.4215 -0.53
S -1.1710 3.5008 4.4882 1.04
O -1.7527 4.4413 3.5532 -0.56
O -0.6739 2.1311 3.7867 -0.20
C -1.7711 1.2624 3.5230 0.42
C -2.9501 1.7823 4.3872 -0.29
O -2.3236 2.7089 5.2766 -0.37
H -1.9836 1.5330 2.4820 0.14
H -1.5253 0.2033 3.5229 -0.27
H -3.6160 1.1367 4.9486 0.35
H -3.5870 2.3059 3.6694 0.28
O 0.8488 4.0541 -7.6044 -0.52
S 1.3514 2.7498 -7.3591 1.04
O 0.6303 1.6280 -7.9043 -0.55
O 2.8927 2.5941 -7.7266 -0.32
C 3.7637 2.6954 -6.5837 -0.31
C 2.9124 2.2749 -5.3826 -0.21
O 1.5235 2.5120 -5.7498 -0.23
H 4.7037 2.1525 -6.6467 0.29
H 4.0582 3.7474 -6.6430 0.28
H 2.9350 2.8801 -4.4774 0.28
H 2.9687 1.2058 -5.1788 0.25
O 5.3800 -0.3325 3.6744 -0.54
S 4.6757 -1.5769 3.6305 1.03
O 4.9294 -2.5801 4.6376 -0.55
O 3.0718 -1.3503 3.5085 -0.24
C 2.5542 -1.6916 2.2353 0.35
C 3.7596 -1.5219 1.3222 -0.31
O 4.8099 -2.1369 2.1245 -0.39
H 2.0280 -2.6437 2.2414 0.20
H 1.8619 -0.9171 1.8967 -0.17
H 4.1694 -0.5318 1.1289 0.35
H 3.7386 -2.1450 0.4316 0.23
C 0.0053 1.0363 -2.8155 -0.31
N -0.6016 0.1810 -1.8175 0.01
C 0.0487 -0.3481 -0.7540 0.39
C -0.6668 -1.1850 0.2925 -0.43
O 1.2441 -0.1150 -0.5886 -0.69
H 1.0662 0.8292 -2.9066 0.30
H -0.1602 2.0958 -2.6240 -0.33
H -0.4698 0.8397 -3.7771 0.41
H -1.5974 0.2808 -1.6925 0.28
H -0.4435 -2.2485 0.3429 0.24
H -1.7286 -0.9563 0.1876 0.39
H -0.2366 -0.8642 1.2401 -0.12
C -1.9367 -6.6172 -1.3163 -0.90
N -1.3911 -5.3322 -1.7470 -0.20
C -2.1988 -4.4223 -2.3591 0.68
C -1.5853 -3.0777 -2.7524 -0.67
O -3.3711 -4.5838 -2.6312 -0.63
H -2.9574 -6.7721 -1.6477 0.32
H -1.9348 -6.7278 -0.2278 0.25
H -1.2172 -7.3515 -1.6835 0.32
H -0.3933 -5.2916 -1.8267 0.26
H -2.1935 -2.6440 -3.5385 0.33
H -0.5275 -2.9949 -2.9990 0.34
H -1.7756 -2.5143 -1.8338 -0.09
C -1.8241 -2.1979 6.0328 -0.88
N -2.3960 -2.6626 4.7802 -0.21
C -1.7965 -2.5492 3.5744 0.65
C -2.4944 -3.1974 2.3636 -0.99
O -0.7367 -1.9568 3.4116 -0.56
H -2.0244 -2.9878 6.7525 0.38
H -2.0759 -1.1655 6.2693 0.21
H -0.7295 -2.1689 5.9947 0.30
H -3.0444 -3.4238 4.8847 0.28
H -1.6454 -3.5372 1.7828 0.14
H -3.1673 -2.4842 1.9014 0.19
H -3.0301 -4.0399 2.8050 0.53

---

# 4
81
Properties=species:S:1:pos:R:3:mulliken_charge:R:1 method="wB97M-V/def2-TZVPD" total_charge=+1 relative_energy_kcal_mol=0.00 largest_force_ev_per_a=2.28 e_lumo_ev=-4.0
C -1.2568 0.5674 3.2459 -0.95
C -1.4083 -0.0365 1.9962 -0.96
C -1.7956 -1.4829 1.7872 0.18
C -1.8887 -1.9212 0.3175 -0.11
C -3.3465 -2.1103 -0.1430 1.37
C -3.8640 -3.5431 -0.3289 -1.65
C -3.5163 -1.3907 -1.4817 -1.77
C -2.8652 -2.1454 -2.6509 -0.83
C -2.2839 -1.1874 -3.7010 -1.18
C -0.7637 -1.0651 -3.6515 -0.91
C -0.2161 -0.0100 -2.6607 0.16
C 0.9772 0.7967 -3.1875 -0.95
C 2.3521 0.2073 -2.8352 -0.61
C 3.3764 1.3011 -2.5335 -0.04
O 4.7066 0.9098 -2.7374 -0.45
C 5.3019 0.2711 -1.6325 -0.79
N -4.1332 -1.4690 1.0304 0.23
C -4.6005 -0.1004 0.7184 -0.06
C -4.2418 0.9948 1.3933 -0.98
C -3.2721 -1.5870 2.2546 -0.67
P -3.6012 -3.1727 3.1223 0.51
O -2.7349 -2.8576 4.4153 -0.48
O -2.8932 -4.3905 2.3917 -0.49
S -5.4825 -3.4166 3.3295 -0.33
H -2.0477 1.1549 3.7053 0.22
H -0.3363 0.4804 3.8183 0.29
H -1.2619 0.4933 1.0370 0.45
H -1.2069 -2.1288 2.4476 1.06
H -1.2417 -2.7456 0.0204 0.38
H -1.4799 -1.0611 -0.2248 -0.75
H -4.6598 -3.5469 -1.0712 0.40
H -4.2480 -3.9882 0.5820 0.49
H -3.0676 -4.1960 -0.6845 0.35
H -4.5797 -1.2655 -1.7047 0.47
H -3.0977 -0.3820 -1.4332 0.70
H -3.6209 -2.7708 -3.1251 0.60
H -2.0718 -2.8126 -2.3043 0.46
H -2.5531 -1.5731 -4.6851 0.40
H -2.7247 -0.1908 -3.5966 0.55
H -0.3420 -2.0326 -3.3664 0.33
H -0.3839 -0.8272 -4.6467 0.54
H 0.1430 -0.5408 -1.7723 -0.29
H -1.0242 0.6686 -2.3725 0.48
H 0.9187 0.8817 -4.2733 0.43
H 0.9336 1.7968 -2.7462 0.32
H 2.7499 -0.4027 -3.6481 0.43
H 2.2476 -0.4290 -1.9508 0.42
H 3.2224 1.6511 -1.5021 -0.57
H 3.1851 2.1570 -3.1872 0.46
H 4.8045 -0.6759 -1.3919 0.29
H 6.3355 0.0635 -1.8957 0.35
H 5.2634 0.9137 -0.7458 0.25
H -4.9770 -2.0107 1.3019 0.46
H -5.3272 -0.1011 -0.0811 0.61
H -4.2821 1.9502 0.8826 0.30
H -3.9922 1.0257 2.4449 0.28
H -3.5764 -0.8996 3.0411 0.52
H -2.6465 -3.6253 4.9958 0.40
H -1.9634 -4.2734 2.1605 0.39
C 5.4655 3.7324 0.6116 -1.80
C 4.5134 2.5541 0.4834 0.69
N 3.8910 2.1880 1.7441 0.21
C 3.2298 0.9027 1.7109 -1.53
C 2.0217 0.7402 0.7759 0.94
C 3.1801 3.2565 2.4267 -0.78
C 2.0439 3.9648 1.6760 -0.81
H 6.1987 3.5494 1.3972 0.36
H 5.9989 3.8778 -0.3278 0.49
H 4.9432 4.6626 0.8356 0.32
H 5.0773 1.6831 0.1390 -0.07
H 3.7784 2.7792 -0.3081 0.23
H 2.9300 0.6456 2.7311 0.43
H 3.9792 0.1549 1.4300 0.42
H 1.1423 1.2629 1.1547 -0.45
H 1.7642 -0.3213 0.6938 0.44
H 2.2308 1.1027 -0.2310 -0.29
H 3.9132 4.0099 2.7203 0.40
H 2.7997 2.8525 3.3682 0.40
H 2.3357 4.2358 0.6604 0.20
H 1.7838 4.8871 2.1975 0.41
H 1.1382 3.3600 1.6239 0.11